[1]
# C3H10AlOS

A molecular structure, C3H10AlOS (wB97M-V/def2-TZVPD, the Open Molecules 2025 dataset).

Output
**Frontier orbital gap**: 6.88 eV
**2S+1**: 1
**Highest occupied orbital energy**: -3.73 eV
**Max |F|**: 1.7 eV Å⁻¹
**Total charge**: -1

```
16
C3H10AlOS (wB97M-V/def2-TZVPD)
C 3.069 -1.532 0.250
C 2.013 -1.405 -0.582
Al 0.349 -2.456 -0.171
S -1.557 -1.124 -0.334
H 4.061 -1.846 -0.085
H 2.920 -1.393 1.320
H 2.128 -0.816 -1.499
H 0.467 -3.051 1.330
H 0.289 -3.637 -1.269
H -1.011 0.064 -0.051
C -2.449 2.710 0.115
O -1.034 2.848 0.080
H -2.701 1.792 -0.411
H -2.812 2.636 1.144
H -2.933 3.556 -0.385
H -0.799 3.653 0.549
```

Here are the Löwdin charges for atoms 1 to 6, given in e: number 1, C, carries -0.185; number 2, C, carries -0.332; number 3, Al, carries -0.089; number 4, S, carries 0.166; number 5, H, carries 0.019; number 6, H, carries 0.015



[2]
# C63H140Br3N7

10 unconnected molecules or ions with the total composition C63H140Br3N7 (wB97M-V/def2-TZVPD, the Open Molecules 2025 dataset).

Output
**Frontier orbital gap**: 4.29 eV
**2S+1**: 1
**Highest occupied orbital energy**: -9.34 eV
**Max |F|**: 3.1 eV Å⁻¹
**Total charge**: +4

```
213
C63H140Br3N7 (wB97M-V/def2-TZVPD)
C -3.827 0.824 -7.027
C -4.357 2.268 -6.650
C -5.477 2.319 -5.623
C -6.179 3.627 -5.399
N -6.974 3.701 -4.064
C -6.080 3.296 -2.793
C -6.673 4.146 -1.693
C -6.808 5.519 -2.397
C -7.456 5.131 -3.710
C -8.209 2.736 -4.113
H -2.936 1.014 -7.627
H -4.596 0.217 -7.504
H -3.382 0.419 -6.118
H -4.765 2.785 -7.518
H -3.532 2.876 -6.280
H -5.072 1.893 -4.705
H -6.241 1.666 -6.045
H -6.913 3.897 -6.158
H -5.460 4.433 -5.257
H -6.143 2.212 -2.691
H -5.077 3.536 -3.145
H -7.675 3.782 -1.469
H -6.137 4.295 -0.755
H -7.463 6.230 -1.892
H -5.912 6.121 -2.543
H -8.542 5.043 -3.694
H -7.207 5.839 -4.501
H -7.956 1.801 -4.613
H -8.882 3.332 -4.730
H -8.660 2.673 -3.123
C -0.149 2.872 11.756
C -0.486 4.354 11.733
C -1.002 4.834 13.076
C -1.406 6.290 13.247
N -2.253 6.621 14.543
C -2.755 8.100 14.672
C -1.996 8.604 15.858
C -1.906 7.327 16.810
C -1.455 6.232 15.802
C -3.549 5.751 14.608
H 0.153 2.570 10.753
H -1.131 2.411 11.862
H 0.600 2.626 12.509
H -1.269 4.512 10.991
H 0.233 5.051 11.303
H -0.395 4.510 13.921
H -1.932 4.281 13.205
H -2.009 6.591 12.391
H -0.506 6.905 13.224
H -3.821 8.159 14.890
H -2.451 8.788 13.883
H -2.451 9.458 16.360
H -1.074 9.046 15.480
H -2.840 7.155 17.345
H -1.071 7.336 17.511
H -1.713 5.206 16.064
H -0.405 6.392 15.559
H -3.440 4.676 14.748
H -4.016 5.890 13.633
H -4.157 6.225 15.379
C 6.119 -5.359 4.253
C 5.207 -6.592 4.403
C 3.730 -6.336 4.177
C 2.789 -7.626 4.226
N 1.308 -7.417 3.955
C 0.650 -8.851 4.021
C -0.723 -8.732 3.372
C -0.438 -7.677 2.271
C 0.986 -7.064 2.534
C 0.614 -6.434 4.866
H 7.046 -5.559 4.790
H 5.670 -4.423 4.586
H 6.360 -5.180 3.205
H 5.405 -7.179 5.299
H 5.458 -7.284 3.599
H 3.503 -5.930 3.192
H 3.428 -5.557 4.878
H 2.864 -7.962 5.260
H 3.260 -8.384 3.600
H 0.632 -9.258 5.032
H 1.246 -9.576 3.466
H -1.370 -8.345 4.159
H -1.078 -9.692 2.997
H -1.280 -6.994 2.381
H -0.624 -8.210 1.339
H 1.073 -5.993 2.352
H 1.690 -7.615 1.911
H -0.447 -6.233 4.714
H 1.183 -5.514 4.731
H 0.710 -6.916 5.839
C 4.195 -0.426 -10.249
C 4.594 -1.692 -9.490
C 4.885 -2.893 -10.385
C 5.187 -4.127 -9.595
N 5.480 -5.413 -10.435
C 5.658 -6.681 -9.538
C 6.689 -7.577 -10.246
C 7.244 -6.731 -11.432
C 6.764 -5.307 -11.242
C 4.286 -5.749 -11.330
H 3.148 -0.411 -10.551
H 4.769 -0.263 -11.161
H 4.332 0.517 -9.719
H 3.921 -2.031 -8.702
H 5.484 -1.444 -8.912
H 5.612 -2.572 -11.131
H 3.980 -3.186 -10.918
H 4.291 -4.442 -9.061
H 6.034 -3.921 -8.941
H 4.834 -7.346 -9.277
H 5.983 -6.313 -8.565
H 6.260 -8.525 -10.572
H 7.462 -7.918 -9.558
H 6.834 -7.184 -12.335
H 8.327 -6.840 -11.372
H 6.539 -4.762 -12.158
H 7.494 -4.749 -10.655
H 4.322 -5.119 -12.219
H 3.357 -5.690 -10.762
H 4.477 -6.737 -11.748
C -3.535 -7.054 -5.194
C -2.666 -8.174 -5.756
C -3.444 -9.142 -6.677
C -4.365 -10.171 -5.798
N -5.046 -11.357 -6.620
C -5.411 -10.935 -8.060
C -5.237 -12.144 -8.981
C -4.694 -13.266 -8.096
C -4.093 -12.619 -6.822
C -6.364 -11.735 -5.983
H -4.105 -7.386 -4.326
H -4.252 -6.801 -5.976
H -3.019 -6.170 -4.818
H -2.046 -8.800 -5.114
H -1.894 -7.664 -6.333
H -2.695 -9.655 -7.281
H -4.016 -8.513 -7.358
H -5.145 -9.582 -5.316
H -3.767 -10.693 -5.051
H -6.430 -10.547 -8.056
H -4.743 -10.182 -8.477
H -6.195 -12.480 -9.377
H -4.493 -11.848 -9.720
H -5.426 -14.052 -7.907
H -3.907 -13.637 -8.752
H -4.090 -13.251 -5.933
H -3.071 -12.334 -7.074
H -6.204 -12.103 -4.969
H -6.860 -12.538 -6.529
H -7.015 -10.869 -6.099
C 5.851 4.337 -0.573
C 5.443 3.697 -1.898
C 3.947 3.207 -1.866
C 3.627 2.100 -0.832
N 2.146 1.751 -0.690
C 1.373 2.848 0.089
C 0.956 2.223 1.453
C 1.741 0.899 1.560
C 1.847 0.466 0.113
C 1.473 1.572 -2.104
H 5.077 4.980 -0.153
H 6.739 4.956 -0.700
H 6.002 3.636 0.249
H 5.967 2.770 -2.128
H 5.578 4.500 -2.622
H 3.697 2.730 -2.813
H 3.350 4.116 -1.795
H 3.833 2.387 0.199
H 4.226 1.195 -0.933
H 0.528 3.142 -0.532
H 2.028 3.718 0.140
H -0.125 2.085 1.461
H 1.146 2.934 2.257
H 1.061 0.245 2.105
H 2.678 1.114 2.074
H 0.915 0.029 -0.244
H 2.636 -0.285 0.160
H 1.640 2.501 -2.649
H 0.412 1.420 -1.905
H 1.920 0.720 -2.616
C 5.535 10.732 3.796
C 4.294 11.567 3.982
C 3.108 10.663 4.410
C 1.738 11.290 4.233
N 0.588 10.350 4.540
C 0.528 9.219 3.457
C -0.958 8.870 3.288
C -1.702 9.892 4.064
C -0.711 11.038 4.278
C 0.749 9.746 5.944
H 5.713 10.265 4.765
H 6.432 11.328 3.629
H 5.499 9.934 3.054
H 4.175 12.214 3.113
H 4.499 12.313 4.749
H 3.350 10.350 5.426
H 3.004 9.897 3.642
H 1.592 11.559 3.186
H 1.592 12.177 4.848
H 1.223 8.426 3.730
H 0.868 9.644 2.512
H -1.100 7.851 3.647
H -1.245 8.885 2.237
H -2.153 9.459 4.957
H -2.543 10.375 3.566
H -1.067 11.775 4.998
H -0.659 11.612 3.353
H 1.190 8.759 5.806
H -0.218 9.496 6.380
H 1.420 10.396 6.505
Br -0.424 7.710 -3.541
Br 4.425 -4.744 -2.968
Br 5.605 3.678 5.636
```

Here are the Löwdin charges for atoms 1 to 6, given in e: number 1, C, carries -0.073; number 2, C, carries -0.238; number 3, C, carries -0.228; number 4, C, carries -0.102; number 5, N, carries -0.220; number 6, C, carries -0.073



Which value of max |F| does entry 1 give?
1.7 eV Å⁻¹